Entry 1:
This record from the OMol25 dataset describes 7 unconnected molecules or ions with the total composition C36H39BF3N6O2 at a distorted geometry. The level of theory is ωB97M-V with the def2-TZVPD basis set.

The highest occupied orbital energy comes out at -5.10 eV. As for the largest force on an atom: 0.124 hartree/bohr. The total energy is -59827.9865 eV. As for the frontier orbital gap: 7.02 eV. Its charge is -1.

Each line ends with the Mulliken charge.
Geometry (Å):
C1 -4.4043 -1.8505 -0.6051  -0.15
C2 -5.3158 -0.8964 -0.7529  0.07
C3 -6.1028 0.3659 -1.3936  -0.71
B1 -5.6795 1.8219 -0.7532  0.60
O1 -6.4807 2.0276 0.5064  -0.81
O2 -6.1339 2.8639 -1.7014  -0.79
C4 -4.0959 1.9683 -0.3340  -0.41
C5 -3.0412 1.4958 -1.4580  -0.24
C6 -1.6538 0.9016 -0.8242  0.92
F1 -1.8587 0.1513 0.3818  -0.31
F2 -0.7767 2.0337 -0.5529  -0.31
F3 -1.0008 0.0017 -1.7571  -0.29
H1 -3.5178 -2.5676 -0.3972  0.14
H2 -7.2235 0.2004 -1.1097  0.25
H3 -6.0777 0.3813 -2.5477  0.20
H4 -6.6049 1.1285 0.9157  0.26
H5 -5.9318 3.7484 -1.3206  0.21
H6 -3.9642 1.4759 0.6952  0.04
H7 -3.9076 3.1112 -0.1706  0.15
H8 -2.7381 2.3628 -2.1738  -0.14
H9 -3.4418 0.6314 -2.1314  0.27
N1 1.3380 1.7670 4.4737  -0.63
C7 0.7867 1.1454 3.4158  -0.72
C8 -0.3392 1.6050 2.7514  0.14
C9 -0.9374 2.7723 3.2042  -0.14
C10 -0.3909 3.4342 4.2957  -0.65
C11 0.7394 2.8961 4.8899  -0.49
H10 1.2883 0.2355 3.1016  0.51
H11 -0.7387 1.0646 1.9025  0.35
H12 -1.8213 3.1631 2.7108  0.49
H13 -0.8330 4.3476 4.6754  0.50
H14 1.2057 3.3786 5.7435  0.63
N2 0.2030 1.6571 9.2181  -0.55
C12 -0.5990 2.0465 10.2243  -0.26
C13 -1.7736 2.7587 10.0428  -0.29
C14 -2.1444 3.0945 8.7480  -0.52
C15 -1.3343 2.7072 7.6894  -0.11
C16 -0.1807 1.9941 7.9741  -0.26
H15 -0.2650 1.7633 11.2176  0.36
H16 -2.3830 3.0441 10.8917  0.36
H17 -3.0567 3.6528 8.5653  0.37
H18 -1.5935 2.9529 6.6672  0.39
H19 0.4833 1.6655 7.1810  0.52
N3 -1.4965 -3.6311 -1.1252  -0.21
C17 -1.2663 -4.8911 -0.7154  -0.23
C18 -0.0009 -5.4413 -0.5872  -0.66
C19 1.0939 -4.6490 -0.9031  0.11
C20 0.8866 -3.3450 -1.3308  -0.62
C21 -0.4172 -2.8851 -1.4232  -0.39
H20 -2.1542 -5.4711 -0.4835  0.36
H21 0.1257 -6.4628 -0.2494  0.36
H22 2.1005 -5.0443 -0.8166  0.30
H23 1.7191 -2.7006 -1.5857  0.42
H24 -0.6302 -1.8725 -1.7490  0.60
N4 3.7524 -2.8947 0.6494  -0.40
C22 3.8227 -1.6033 1.0171  -0.28
C23 4.9469 -0.8118 0.8438  -0.44
C24 6.0687 -1.3837 0.2604  -0.20
C25 6.0252 -2.7158 -0.1274  -0.68
C26 4.8525 -3.4223 0.0855  -0.08
H25 2.9219 -1.2027 1.4712  0.49
H26 4.9458 0.2251 1.1571  0.41
H27 6.9686 -0.7969 0.1089  0.39
H28 6.8829 -3.1937 -0.5853  0.44
H29 4.7683 -4.4656 -0.2042  0.38
N5 6.2351 -4.0897 -4.8955  -0.57
C27 5.9095 -3.6829 -3.6562  -0.14
C28 5.1801 -2.5360 -3.3876  0.25
C29 4.7630 -1.7575 -4.4584  -0.60
C30 5.0865 -2.1524 -5.7492  -0.28
C31 5.8171 -3.3182 -5.9137  -0.31
H30 6.2608 -4.3228 -2.8526  0.36
H31 4.9442 -2.2580 -2.3684  0.15
H32 4.1908 -0.8514 -4.2886  0.42
H33 4.7775 -1.5683 -6.6074  0.38
H34 6.0915 -3.6706 -6.9032  0.34
N6 -1.1018 3.0364 -7.2658  -0.59
C32 -1.0326 1.6939 -7.2392  -0.19
C33 -1.0891 0.9417 -6.0769  -0.65
C34 -1.2208 1.6107 -4.8679  0.25
C35 -1.2927 2.9968 -4.8649  -0.40
C36 -1.2309 3.6582 -6.0808  -0.30
H35 -0.9268 1.2173 -8.2088  0.35
H36 -1.0312 -0.1393 -6.1152  0.37
H37 -1.2672 1.0567 -3.9363  0.39
H38 -1.3950 3.5501 -3.9393  0.41
H39 -1.2866 4.7413 -6.1311  0.34

***

Entry 2:
This record from the OMol25 dataset describes a molecular structure, C36H39BrCoN4O4S3Si. The level of theory is ωB97M-V with the def2-TZVPD basis set.

The highest occupied orbital energy comes out at -4.92 eV. As for the largest force on an atom: 0.013 hartree/bohr. The total energy is -200178.7438 eV. The energy above the lowest of the compared OMol25 structures with the same formula, charge and spin comes out at 0.000 eV. As for the frontier orbital gap: 6.13 eV. Its charge is -1.

Each line ends with the Mulliken charge.
Geometry (Å):
Co1 -0.1161 2.0291 0.0935  -0.11
Br1 4.5423 2.4443 5.7872  -0.25
C1 3.1082 2.3802 4.5397  -0.21
C2 1.7812 2.2894 5.0147  -0.35
C3 0.7378 2.2556 4.1418  -0.95
C4 0.9421 2.2894 2.7238  0.00
O1 -0.0799 2.2642 1.9680  -0.30
C5 2.2920 2.3607 2.2734  0.41
C6 2.6334 2.3322 0.8947  0.36
N1 1.8033 2.2442 -0.0826  0.76
C7 2.2503 2.1389 -1.4220  0.29
C8 3.5275 2.2951 -1.8809  -0.61
C9 3.8244 2.1029 -3.2505  -0.83
C10 2.8503 1.7633 -4.1412  -1.04
C11 1.5124 1.6222 -3.6985  1.36
C12 0.4341 1.2797 -4.5526  -0.87
C13 -0.8200 1.1989 -4.0412  -0.98
C14 -1.0283 1.4497 -2.6613  -0.03
N2 -0.0517 1.7370 -1.8497  1.04
C15 1.2221 1.8264 -2.3458  -0.28
C16 3.3557 2.4164 3.2055  -0.66
H1 1.5989 2.2427 6.0806  0.42
H2 -0.2845 2.1886 4.4888  0.46
H3 3.7002 2.3350 0.6746  0.01
H4 4.3271 2.5750 -1.2093  0.44
H5 4.8450 2.2288 -3.5881  0.40
H6 3.0797 1.6169 -5.1895  0.42
H7 0.6258 1.0860 -5.6016  0.41
H8 -1.6695 0.9417 -4.6582  0.42
H9 -2.0170 1.4114 -2.2208  0.52
H10 4.3741 2.4856 2.8410  0.45
S1 -2.3514 1.7979 0.2737  -0.29
C17 -2.8668 3.4371 0.5435  0.10
C18 -4.1857 3.7163 0.9026  -0.93
C19 -4.6057 5.0151 1.1473  0.46
C20 -5.9800 5.2639 1.4999  -0.15
N3 -7.0802 5.4621 1.7701  -0.58
C21 -3.6862 6.0693 1.0442  0.56
C22 -2.3799 5.7960 0.6605  -0.92
C23 -1.9664 4.4958 0.3851  0.53
S2 -0.3451 4.1923 -0.1985  -0.69
C24 -4.0683 7.4241 1.3437  -0.12
N4 -4.3505 8.5127 1.5855  -0.57
H11 -4.8899 2.8994 0.9931  0.54
H12 -1.6692 6.6083 0.5775  0.49
C25 2.4319 -2.0046 -2.0771  -1.32
C26 1.2639 -2.9440 -2.3690  1.83
C27 0.7687 -2.7266 -3.7932  -1.66
C28 1.6939 -4.3938 -2.1626  -1.78
O2 0.1452 -2.6906 -1.5247  1.08
Si1 0.0190 -2.1800 0.0452  -1.48
S3 0.6239 -0.2360 0.3458  0.37
O3 -1.5198 -2.5516 0.5063  0.01
C29 -2.7317 -2.7072 -0.2370  2.10
C30 -2.8460 -1.6397 -1.3153  -0.97
C31 -2.7465 -4.0988 -0.8641  -1.64
C32 -3.8582 -2.5641 0.7750  -1.88
O4 1.0180 -3.1792 0.8916  0.09
C33 1.1977 -3.4230 2.2872  1.80
C34 0.5412 -2.3552 3.1590  -1.42
C35 0.5793 -4.7858 2.5800  -1.75
C36 2.7008 -3.4441 2.5304  -1.75
H13 3.2349 -2.1840 -2.7973  0.57
H14 2.8169 -2.1689 -1.0686  0.14
H15 2.1135 -0.9633 -2.1417  0.10
H16 1.5555 -2.9554 -4.5165  0.45
H17 0.4602 -1.6865 -3.9234  0.21
H18 -0.0905 -3.3704 -3.9915  0.31
H19 2.5704 -4.6266 -2.7729  0.44
H20 0.8822 -5.0708 -2.4377  0.35
H21 1.9370 -4.5539 -1.1116  0.12
H22 -2.0419 -1.7542 -2.0473  0.03
H23 -2.7710 -0.6545 -0.8691  -0.05
H24 -3.8068 -1.7213 -1.8302  0.62
H25 -1.9020 -4.2048 -1.5451  0.08
H26 -3.6755 -4.2633 -1.4156  0.47
H27 -2.6575 -4.8588 -0.0842  0.33
H28 -3.8380 -1.5642 1.2116  0.32
H29 -3.7330 -3.2957 1.5757  0.35
H30 -4.8284 -2.7219 0.2985  0.42
H31 -0.5344 -2.3172 2.9743  0.17
H32 0.9525 -1.3697 2.9409  0.26
H33 0.7114 -2.5897 4.2126  0.56
H34 -0.4848 -4.7621 2.3383  0.21
H35 0.6982 -5.0463 3.6345  0.44
H36 1.0568 -5.5551 1.9695  0.33
H37 3.1280 -2.4786 2.2539  0.27
H38 3.1690 -4.2204 1.9213  0.31
H39 2.9207 -3.6394 3.5824  0.46